(1)
This record from the OMol25 dataset describes the molecule C5H8O2. The level of theory is the ωB97M-V functional and the def2-TZVPD basis.

Summary:
- F_max (eV/Å) = 0.64
- M (g mol⁻¹) = 100.12
- energy (a.u.) = -345.75544
- ΔE to the lowest compared entry with this formula, charge and spin (kJ/mol) = 130.0
- structure (SMILES) = O=CC1(O)CCC1

```
15
Properties=species:S:1:pos:R:3:forces:R:3
O -0.163928 -0.063876 -2.352104 0.1 -0.4 0.5
C 0.042278 -0.903119 -1.507383 -0.1 0.3 -0.3
C 0.030258 -0.642603 -0.011355 -0.1 0.1 -0.1
O 0.148928 -1.844206 0.708203 0.2 -0.2 -0.1
C 0.986633 0.517703 0.374185 0.2 0.0 0.0
C -0.237164 1.453118 0.469692 0.0 0.2 0.0
C -1.168535 0.223197 0.432953 -0.2 0.0 0.0
H 0.273037 -1.956880 -1.783501 0.0 0.1 0.0
H 1.045057 -2.184922 0.585769 -0.1 0.0 0.1
H 1.453424 0.311369 1.342186 -0.1 0.0 -0.1
H 1.753317 0.777862 -0.361937 -0.1 0.0 0.1
H -0.338038 2.061669 -0.431755 0.0 0.0 0.2
H -0.296905 2.077275 1.366257 0.0 0.0 -0.2
H -1.510412 -0.087137 1.423816 0.1 0.0 -0.1
H -2.017952 0.260550 -0.255027 0.2 0.0 0.1
```
Positions in Å, forces in eV/Å.

(2)
This record from the OMol25 dataset describes a cluster of 6 separate species, C40H48FN7O13S in total. The level of theory is the ωB97M-V functional and the def2-TZVPD basis.

Summary:
- F_max (eV/Å) = 6.43
- M (g mol⁻¹) = 885.93
- energy (a.u.) = -3411.91014
- structure (SMILES) = COCCCCN(CCCCCN)S(=O)(=O)F.O=[N+]([O-])c1ccccc1.O=[N+]([O-])c1ccccc1.O=[N+]([O-])c1ccccc1.O=[N+]([O-])c1ccccc1.O=[N+]([O-])c1ccccc1

```
110
Properties=species:S:1:pos:R:3:forces:R:3
C 2.942003 1.374711 -2.022375 -0.4 1.3 -0.4
O 4.270344 1.027927 -1.629288 -0.9 -1.0 -0.4
C 4.627494 -0.312529 -1.935509 1.8 -1.0 0.3
C 4.905353 -1.185763 -0.640632 -1.0 0.1 -0.7
C 3.669452 -1.189543 0.355775 1.4 0.3 -0.4
C 4.227604 -1.278404 1.829648 -0.7 -1.1 -0.1
N 3.662772 -0.287085 2.786679 -1.5 0.7 -2.1
C 4.294172 1.060850 2.681802 0.0 1.4 1.8
C 4.956298 1.361122 4.100701 0.9 -1.0 -0.6
C 6.344090 2.096423 3.981951 -0.7 0.0 -0.6
C 6.246804 3.633994 3.655285 1.0 0.1 1.0
C 5.247228 4.435344 4.585252 0.8 0.6 -0.5
N 4.368869 5.275240 3.736204 -0.1 -0.4 0.3
S 1.967219 -0.224899 2.748210 -1.9 -2.2 5.7
O 1.474003 -1.619885 2.645748 1.3 3.0 -1.6
O 1.513788 0.349365 4.046414 1.4 0.1 -3.7
F 1.364245 0.777080 1.592927 1.0 -1.4 0.9
H 2.293788 1.589172 -1.135485 0.5 -0.3 -0.6
H 2.434358 0.632644 -2.680344 0.5 0.2 0.6
H 3.019999 2.323700 -2.621658 -0.2 -0.8 0.6
H 3.938940 -0.848193 -2.629280 0.1 0.6 0.6
H 5.621816 -0.265413 -2.464022 -0.9 0.0 0.3
H 5.835780 -0.796287 -0.158541 -0.8 -0.3 -0.3
H 5.089882 -2.233307 -0.983667 0.1 0.8 0.2
H 3.113114 -0.239482 0.145908 0.4 -0.8 0.6
H 2.987308 -2.054652 0.155064 0.6 0.8 0.1
H 5.340747 -1.176619 1.891301 -1.0 0.1 -0.1
H 3.964424 -2.290933 2.228683 0.3 0.9 -0.2
H 5.041183 1.125870 1.853453 -0.7 -0.2 0.6
H 3.508473 1.844528 2.546838 0.6 -0.6 -0.3
H 5.170652 0.342758 4.531212 -0.2 0.9 -0.3
H 4.234911 1.838359 4.800737 0.5 -0.2 -0.7
H 6.934243 1.856669 4.898825 -0.4 0.5 -0.5
H 6.882172 1.612366 3.124880 -0.3 0.3 0.8
H 7.280623 4.085035 3.846323 -2.0 -0.8 -0.6
H 6.054232 3.814629 2.564563 -0.3 -0.2 1.1
H 4.696283 3.793935 5.316058 0.3 0.4 -0.7
H 5.857303 5.146702 5.208099 -0.5 -0.8 -0.4
H 3.400633 4.976302 3.762899 0.2 0.3 0.1
H 4.464525 6.262485 3.935979 -0.3 -0.2 0.1
O -2.406830 -5.113905 -2.947080 -0.1 0.0 -0.1
N -1.342909 -5.173830 -2.359414 0.1 -0.1 0.0
O -0.456352 -5.957608 -2.628941 0.0 0.0 0.0
C -1.121773 -4.242200 -1.254531 0.1 0.5 0.5
C -2.130238 -3.354610 -0.896861 -0.1 0.0 0.0
C -1.924557 -2.487025 0.167397 0.2 -0.2 0.0
C -0.719083 -2.508197 0.860899 -0.2 0.0 -0.1
C 0.287740 -3.393436 0.489218 -0.2 0.0 -0.2
C 0.088996 -4.266051 -0.572334 0.1 0.0 0.0
H -3.071265 -3.330346 -1.430336 0.1 -0.1 -0.1
H -2.705289 -1.795108 0.458820 0.0 0.0 -0.1
H -0.563583 -1.835609 1.692774 0.0 -0.1 -0.1
H 1.224648 -3.404449 1.030059 -0.1 0.0 0.0
H 0.876393 -4.953327 -0.852698 -0.2 0.0 -0.1
O -8.086970 -2.258490 -6.130071 0.1 0.0 0.0
N -7.694556 -3.092729 -6.925086 -0.2 0.1 0.0
O -8.257573 -3.363539 -7.965835 0.0 0.0 0.0
C -6.465293 -3.820778 -6.604726 0.6 -0.3 0.2
C -5.812352 -3.564901 -5.405839 0.0 0.1 0.1
C -4.660731 -4.271401 -5.092748 0.0 0.0 -0.1
C -4.166645 -5.223317 -5.976190 0.0 0.0 -0.1
C -4.820586 -5.467040 -7.179533 -0.1 0.2 0.2
C -5.975913 -4.764904 -7.498828 0.0 -0.1 -0.1
H -6.188566 -2.826199 -4.711396 -0.1 0.0 -0.2
H -4.148867 -4.083044 -4.158328 0.0 0.0 -0.1
H -3.269587 -5.777461 -5.725157 0.0 0.1 0.0
H -4.431248 -6.207453 -7.867107 -0.1 0.0 0.0
H -6.479524 -4.963280 -8.435629 -0.1 0.1 0.1
O -5.459917 0.513983 0.266403 0.0 0.0 0.0
N -5.745185 -0.093450 -0.745971 0.2 0.1 0.0
O -5.011308 -0.203097 -1.709808 0.0 -0.1 0.0
C -7.058796 -0.733544 -0.811679 -0.7 -0.3 0.0
C -7.938692 -0.600902 0.255374 0.0 0.0 0.1
C -9.193082 -1.190414 0.177847 0.3 -0.5 -0.1
C -9.555506 -1.908677 -0.955093 0.1 0.0 0.1
C -8.663952 -2.045063 -2.014217 0.0 0.1 0.2
C -7.410225 -1.455029 -1.945782 0.0 -0.1 -0.2
H -7.665097 -0.043489 1.141458 0.1 0.0 -0.1
H -9.888700 -1.087997 0.998659 0.1 0.0 0.0
H -10.537514 -2.363330 -1.014378 0.1 0.0 0.0
H -8.948736 -2.607776 -2.894934 0.1 0.1 0.0
H -6.726421 -1.563456 -2.776920 0.1 0.1 0.1
O -11.300402 2.759629 0.933922 0.0 0.0 0.0
N -10.573923 2.254108 0.102968 -0.2 0.0 0.1
O -10.422657 1.055606 -0.043361 -0.3 0.4 -0.1
C -9.821163 3.141779 -0.780748 0.4 0.4 -0.5
C -9.932779 4.517865 -0.625802 -0.1 0.1 0.1
C -9.196566 5.354560 -1.453097 0.1 -0.2 -0.1
C -8.362606 4.814482 -2.425929 0.0 0.0 0.0
C -8.265539 3.436197 -2.579580 -0.1 0.2 0.1
C -8.996272 2.592367 -1.754665 0.1 -0.2 -0.1
H -10.579027 4.946460 0.128584 0.0 -0.2 0.0
H -9.270048 6.428717 -1.337977 0.0 -0.1 0.0
H -7.784979 5.470754 -3.066481 0.0 0.0 0.0
H -7.617077 3.019814 -3.340274 0.0 0.0 0.1
H -8.912431 1.519764 -1.879058 -0.1 0.0 0.1
O 9.040933 3.819307 4.349495 1.0 -0.2 0.0
N 9.518766 3.021707 3.559131 0.0 0.2 0.1
O 9.000813 2.686825 2.515872 0.0 0.1 -0.1
C 10.813102 2.430109 3.894066 0.6 -0.4 0.2
C 11.424856 2.762738 5.096357 0.0 0.1 0.1
C 12.642511 2.181043 5.421164 0.0 -0.1 -0.2
C 13.239086 1.280153 4.546477 0.0 0.0 0.0
C 12.623739 0.961478 3.341203 0.0 0.1 0.2
C 11.404659 1.536579 3.010024 0.0 -0.1 -0.1
H 10.967665 3.462856 5.782951 -0.1 0.0 -0.2
H 13.125885 2.427553 6.358153 -0.1 0.0 0.0
H 14.187277 0.823629 4.805618 0.0 0.0 0.0
H 13.093349 0.261551 2.661578 -0.1 0.0 0.0
H 10.931348 1.280633 2.071333 -0.1 0.1 0.1
```
Positions in Å, forces in eV/Å.

(3)
This record from the OMol25 dataset describes a structure of composition C3H4O3Rb. The level of theory is the ωB97M-V functional and the def2-TZVPD basis.

Summary:
- F_max (eV/Å) = 0.97
- 2S+1 = 2
- M (g mol⁻¹) = 173.53
- energy (a.u.) = -366.34214
- ΔE to the lowest compared entry with this formula, charge and spin (kJ/mol) = 347.8

```
11
Properties=species:S:1:pos:R:3:forces:R:3
O 1.239033 -1.783781 1.830719 -0.3 0.4 -0.1
C 1.225901 -1.141142 3.012296 0.0 -0.3 -0.4
C 0.466474 0.153730 3.081274 -0.1 0.0 -0.5
O -0.121657 0.661405 2.138422 0.1 0.0 0.3
Rb -0.050044 -0.776279 -0.549298 0.3 -0.1 0.9
H 2.234557 -0.847522 3.420533 -0.1 0.0 0.0
H 0.792762 -1.716931 3.879238 0.0 0.0 -0.1
H 0.463410 0.660665 4.074388 0.0 0.0 -0.1
C -1.110130 1.214751 -3.296105 0.1 -0.4 0.5
O -1.294176 1.916715 -4.312858 0.1 0.4 -0.4
H -2.156078 1.792021 -4.768348 -0.1 0.0 0.0
```
Positions in Å, forces in eV/Å.

(4)
This record from the OMol25 dataset describes the molecule C6H8OS. The level of theory is the ωB97M-V functional and the def2-TZVPD basis.

Summary:
- F_max (eV/Å) = 6.33
- M (g mol⁻¹) = 128.20
- energy (a.u.) = -706.64137
- ΔE to the lowest compared entry with this formula, charge and spin (kJ/mol) = 537.7
- structure (SMILES) = O=C[C@H]1SC[C@H]2C[C@@H]21

```
16
Properties=species:S:1:pos:R:3:forces:R:3
O -2.428662 -1.181873 -0.032213 1.4 3.8 -4.9
C -1.967751 -0.275932 -0.820865 -2.1 -1.3 3.4
C -0.841938 0.640831 -0.205282 1.0 -1.1 -0.6
S -0.227724 -0.198987 1.358383 -1.0 0.2 1.5
C 1.552545 -0.311330 1.035340 -1.5 -1.8 -3.7
C 1.679044 0.671396 -0.165840 -0.7 0.4 2.1
C 1.824815 0.605164 -1.592707 2.4 1.7 -4.9
C 0.392444 0.336848 -1.095401 1.8 -0.2 0.9
H -2.345411 0.048972 -1.944158 0.8 -1.3 2.6
H -1.078746 1.654626 0.203694 -0.1 -0.6 -1.4
H 1.668944 -1.435233 0.927570 0.6 1.5 -0.5
H 2.184880 0.034118 1.743933 1.5 1.0 2.8
H 1.790205 1.784800 0.336673 -0.8 -2.7 -1.7
H 2.272398 -0.232655 -2.302778 -1.2 1.2 2.2
H 2.272651 1.559359 -2.159120 -1.5 -1.6 1.6
H 0.473016 -0.777083 -1.213709 -0.9 0.9 0.6
```
Positions in Å, forces in eV/Å.

(5)
This record from the OMol25 dataset describes a cluster of 2 separate species, C2H8NOP in total. The level of theory is the ωB97M-V functional and the def2-TZVPD basis.

Summary:
- F_max (eV/Å) = 3.31
- M (g mol⁻¹) = 93.07
- energy (a.u.) = -552.23647
- ΔE to the lowest compared entry with this formula, charge and spin (kJ/mol) = 386.2

```
13
Properties=species:S:1:pos:R:3:forces:R:3
C 0.795743 1.217154 0.788960 -0.1 -3.1 -1.2
C -1.443415 -0.742858 0.737243 -1.4 -1.7 -0.7
N 1.831021 -0.735834 -1.815079 0.0 1.2 -1.4
O -1.394921 1.518101 -0.917662 0.0 -0.3 0.3
P -0.552089 0.477518 -0.269683 1.2 -0.7 -0.5
H 1.538378 0.440360 1.162538 -0.9 1.1 -0.7
H 1.165873 1.892264 0.048057 0.7 0.8 0.2
H 0.187399 1.584185 1.555929 -0.3 1.3 1.5
H -2.172376 -1.479486 0.300688 1.0 0.7 -1.0
H -0.867018 -1.439269 1.332528 0.6 0.6 0.5
H -2.213528 -0.230236 1.262497 -0.1 1.0 1.3
H 1.659629 -0.970166 -2.824130 0.0 0.4 0.9
H 1.465306 -1.531734 -1.361886 -0.5 -1.5 0.9
```
Positions in Å, forces in eV/Å.

(6)
This record from the OMol25 dataset describes a structure of composition C41H38N6P2SSn. The level of theory is the ωB97M-V functional and the def2-TZVPD basis.

Summary:
- F_max (eV/Å) = 0.98
- M (g mol⁻¹) = 827.52
- energy (a.u.) = -3207.64552
- total charge = +4
- ΔE to the lowest compared entry with this formula, charge and spin (kJ/mol) = 0.0

```
89
Properties=species:S:1:pos:R:3:forces:R:3
Sn 0.775441 -2.144918 -2.028419 0.0 0.1 0.3
C -3.559912 -2.054094 -3.882072 0.0 0.0 0.0
C -4.290307 -2.936789 -3.102247 0.0 0.0 0.0
C -3.660889 -3.605321 -2.061390 0.0 0.0 0.0
C -2.312728 -3.375494 -1.829550 0.0 0.0 0.0
N -1.611183 -2.518151 -2.586216 0.1 -0.2 -0.2
C -2.220431 -1.874368 -3.586418 0.0 0.1 0.1
C -1.539343 -4.103495 -0.784913 0.0 0.0 0.0
C -2.140765 -4.881488 0.192648 0.0 0.0 0.0
C -1.338603 -5.573072 1.085307 0.0 0.0 0.0
C 0.039662 -5.495820 0.970430 0.0 0.0 0.0
C 0.579417 -4.703070 -0.030653 0.0 0.0 0.0
N -0.203411 -4.000795 -0.863138 0.0 -0.1 -0.1
C 2.043527 -4.596967 -0.278976 0.0 0.0 0.0
C 2.957394 -5.490553 0.257003 0.0 0.0 0.0
C 4.303019 -5.349115 -0.051628 0.0 0.0 0.0
C 4.700550 -4.316934 -0.885935 0.0 0.0 0.0
C 3.731966 -3.468878 -1.390590 0.0 0.0 0.1
N 2.433735 -3.604102 -1.096736 0.0 -0.2 -0.3
H -4.011966 -1.522080 -4.707135 0.0 0.0 0.0
H -5.337157 -3.116545 -3.308308 0.0 0.0 0.0
H -4.216765 -4.316276 -1.468098 0.0 0.0 0.0
H -1.608268 -1.190274 -4.164772 0.0 0.0 0.0
H -3.215676 -4.953976 0.262949 0.0 0.0 0.0
H -1.786003 -6.182152 1.859789 0.0 0.0 0.0
H 0.673546 -6.043902 1.651289 0.0 0.0 0.0
H 2.632923 -6.304733 0.888098 0.0 0.0 0.0
H 5.028137 -6.044648 0.349772 0.0 0.0 0.0
H 5.738831 -4.172211 -1.148859 0.0 0.0 0.0
H 3.990591 -2.649120 -2.050543 0.0 0.0 0.0
N 0.774075 -3.955316 -3.678872 0.0 -0.2 0.0
N 1.864100 -4.096186 -4.550483 0.1 0.0 0.0
C 2.600616 -3.021652 -4.920320 -0.1 0.0 0.0
N 3.514195 -3.218892 -5.854217 0.0 0.0 0.0
S 2.368609 -1.498554 -4.212709 0.0 -0.1 0.0
H 0.731134 -4.787953 -3.095909 0.0 0.0 0.0
H -0.095038 -3.900655 -4.210772 0.0 0.0 0.0
H 1.925964 -4.963408 -5.067179 0.0 0.0 0.0
H 3.662698 -4.108651 -6.308744 0.0 0.0 0.0
H 4.085930 -2.443643 -6.153396 0.0 0.0 0.0
C -1.250477 2.410932 1.665332 0.0 0.1 0.1
P -0.382103 1.052883 0.680636 -0.1 0.3 0.2
C -0.892685 -0.359793 1.706605 0.1 0.0 0.0
C -0.194792 -1.016246 2.717579 0.0 0.0 0.0
C -0.798716 -2.051246 3.419765 0.0 0.0 0.0
C -2.101098 -2.430296 3.127789 0.0 0.0 0.0
C -2.797703 -1.791954 2.110014 0.0 0.0 0.0
C -2.190950 -0.775178 1.389947 0.0 0.0 0.0
C 1.174828 1.875798 1.268723 0.2 -0.2 -0.2
C 2.156901 1.533626 2.162157 0.0 0.0 0.0
C 3.151179 2.467178 2.504227 0.0 0.0 0.0
C 3.241687 3.748005 1.938361 0.0 0.0 0.0
C 2.326754 4.104724 0.994029 0.2 -0.1 -0.2
C 1.242902 3.207700 0.664935 -0.8 0.5 0.3
P -0.460931 3.989864 1.269215 0.3 -0.1 -0.1
C -1.122409 4.824441 -0.148262 -0.2 0.0 0.1
C -2.445512 5.262513 0.003657 0.0 0.0 0.0
C -3.048803 5.979411 -1.014253 0.0 0.0 0.0
C -2.334853 6.276523 -2.169583 0.0 0.0 0.0
C -1.019676 5.854658 -2.315145 0.0 0.0 0.0
C -0.406905 5.127057 -1.307595 0.0 0.0 0.0
C -0.281924 5.057179 2.652704 -0.1 0.0 0.0
C -0.185033 4.552023 3.958236 0.0 0.0 0.0
C -0.077723 5.430971 5.019359 0.0 0.0 0.0
C -0.056340 6.802844 4.786393 0.0 0.0 0.0
C -0.137819 7.306187 3.492752 0.0 0.0 0.0
C -0.245224 6.440391 2.419922 0.0 0.0 0.0
H -1.014092 2.218803 2.715214 -0.2 0.0 0.0
H -2.336309 2.453290 1.573635 0.0 0.0 -0.2
H 0.808119 -0.729933 2.992436 0.0 0.0 0.0
H -0.256338 -2.544680 4.215528 0.0 0.0 0.0
H -2.577007 -3.214979 3.701361 0.0 0.0 0.0
H -3.817453 -2.076524 1.884925 0.0 0.0 0.0
H -2.740229 -0.289572 0.588106 0.0 0.0 0.0
H 2.179330 0.571123 2.646584 0.0 0.0 0.0
H 3.887501 2.178127 3.246530 0.0 0.0 0.0
H 4.043731 4.414108 2.224631 0.0 0.0 0.0
H 2.402746 5.053169 0.473794 -0.1 0.0 0.1
H 0.883306 3.262747 -0.369215 0.4 -0.3 -0.2
H -3.001491 5.059739 0.913077 0.0 0.0 0.0
H -4.069452 6.318236 -0.900646 0.0 0.0 0.0
H -2.803068 6.851903 -2.957141 0.0 0.0 0.0
H -0.464381 6.105166 -3.208529 0.0 0.0 0.0
H 0.629232 4.838475 -1.441765 0.0 0.0 0.0
H -0.195017 3.487629 4.156577 0.0 0.0 0.0
H -0.016350 5.051895 6.030183 0.0 0.0 0.0
H 0.024776 7.485714 5.621951 0.0 0.0 0.0
H -0.124265 8.374096 3.323157 0.0 0.0 0.0
H -0.313478 6.835528 1.414015 0.0 0.0 0.0
```
Positions in Å, forces in eV/Å.

What is the M in the sixth record?
827.52 g mol⁻¹

Which of these has the highest energy?
C5H8O2

Which of these has the lowest energy?
C40H48FN7O13S